Formula: C21H25N5O3OsS2
Source: OMol25
Level of theory: ωB97M-V/def2-TZVPD

Output
**Multiplicity**: 1
**Orbital gap**: 7.17 eV
**Relative energy (zero: lowest compared OMol25 entry of this formula, charge and spin)**: 0.087 eV
**Total charge**: +2

Geometry as XYZ:
```
57
Properties=species:S:1:pos:R:3:forces:R:3
Os -0.442 0.235 0.308 0.215 0.949 -0.298
C -1.866 1.936 2.958 -0.045 -0.037 -0.052
C -1.035 0.730 3.203 -0.046 -0.094 0.101
N -0.446 -0.069 2.305 0.009 0.364 -0.007
C 0.189 -1.091 2.991 0.077 -0.107 0.062
C -0.018 -0.906 4.314 -0.001 -0.063 -0.043
N -0.784 0.229 4.419 -0.041 0.100 -0.039
H -2.151 2.020 1.909 0.052 0.003 0.003
H -1.346 2.851 3.244 0.024 0.019 0.031
H -2.785 1.881 3.541 -0.014 -0.036 -0.003
H 0.728 -1.872 2.485 0.025 0.008 0.049
H 0.292 -1.473 5.172 0.015 -0.023 -0.012
H -1.137 0.626 5.278 0.024 0.009 0.006
C 2.624 -1.724 -3.951 -0.008 -0.010 0.017
N 2.054 -1.719 -2.595 -0.032 0.095 -0.027
C 1.718 -0.712 -1.811 0.034 -0.344 -0.202
S 1.159 -1.244 -0.198 0.043 -0.246 0.068
N 1.814 0.572 -2.074 0.032 0.013 0.178
C 2.320 1.253 -3.274 -0.016 0.026 -0.007
H 2.497 -2.729 -4.343 0.017 -0.002 0.004
H 3.685 -1.489 -3.932 -0.001 0.015 -0.006
H 2.088 -1.037 -4.598 0.008 0.012 -0.007
H 1.884 -2.630 -2.196 -0.029 0.020 0.001
H 1.560 1.187 -1.305 0.017 -0.031 -0.052
H 3.227 0.785 -3.637 0.009 0.007 -0.010
H 2.558 2.272 -2.983 -0.024 0.004 -0.015
H 1.562 1.278 -4.054 0.009 -0.023 -0.010
O -0.281 4.781 3.546 -0.069 0.034 0.051
S 0.787 4.767 2.597 0.170 -0.134 -0.361
O 1.426 5.953 2.153 -0.080 0.008 0.023
N 0.211 3.895 1.242 0.047 0.054 0.340
C 0.791 2.770 1.214 -0.015 -0.035 0.119
O 0.486 1.903 0.215 -0.328 -0.432 -0.124
C 1.830 2.448 2.217 0.078 0.153 0.040
C 2.638 1.332 2.364 0.023 0.075 0.003
C 3.574 1.342 3.393 0.011 -0.058 -0.022
C 3.707 2.439 4.238 -0.008 0.036 0.005
C 2.904 3.568 4.082 0.027 -0.064 -0.014
C 1.978 3.535 3.065 -0.115 0.004 0.063
H 2.569 0.491 1.688 -0.010 -0.029 0.018
H 4.225 0.489 3.531 -0.001 -0.001 -0.006
H 4.454 2.421 5.019 0.001 0.001 0.002
H 3.015 4.432 4.723 -0.012 0.001 0.010
C -2.382 0.249 -0.297 -0.234 -0.297 0.206
C -2.094 -0.509 -1.532 -0.049 0.124 -0.074
C -1.735 0.183 -2.700 0.219 -0.083 0.062
C -1.403 -0.524 -3.848 0.026 0.022 0.002
C -1.428 -1.912 -3.837 -0.005 0.032 -0.018
C -1.782 -2.605 -2.681 0.016 -0.014 0.081
C -2.110 -1.913 -1.531 0.014 -0.039 -0.137
H -3.047 -0.230 0.426 -0.014 -0.045 -0.097
H -2.676 1.286 -0.483 0.070 0.040 0.109
H -1.756 1.267 -2.711 -0.048 0.006 -0.010
H -1.167 0.008 -4.760 -0.005 0.002 -0.003
H -1.203 -2.460 -4.743 -0.004 -0.008 -0.005
H -1.823 -3.686 -2.691 -0.008 -0.005 0.002
H -2.405 -2.453 -0.638 -0.049 0.021 0.008
```
Forces are in eV/Å.

=====

Formula: C5H8N2
Source: OMol25
Level of theory: ωB97M-V/def2-TZVPD

Output
**Multiplicity**: 1
**Orbital gap**: 8.72 eV
**SMILES**: Cc1c[nH]c(N)c1
**Relative energy (zero: lowest compared OMol25 entry of this formula, charge and spin)**: 0.923 eV
**Total charge**: 0

Geometry as XYZ:
```
15
Properties=species:S:1:pos:R:3:forces:R:3
C -2.430 -0.219 0.071 0.058 0.070 -0.085
C -0.964 0.121 0.036 0.315 0.300 -0.159
C -0.352 1.332 -0.268 0.892 -0.424 -0.989
N 1.014 1.129 -0.217 0.535 -0.282 0.555
C 1.300 -0.141 0.111 -0.044 -0.096 0.336
N 2.647 -0.513 0.264 0.085 -0.346 0.091
C 0.097 -0.794 0.297 0.068 -0.149 0.163
H -2.675 -0.992 -0.666 0.042 0.116 0.101
H -2.722 -0.606 1.057 0.101 0.113 -0.211
H -3.048 0.659 -0.138 0.122 -0.122 0.020
H -0.344 2.014 -1.099 -2.275 1.061 0.128
H 1.668 1.895 -0.249 0.119 -0.313 -0.125
H 2.721 -1.331 0.851 0.102 -0.045 0.044
H 3.095 -0.722 -0.623 -0.093 0.076 0.091
H -0.006 -1.834 0.573 -0.027 0.042 0.038
```
Forces are in eV/Å.

=====

Formula: C3H3NO
Source: OMol25
Level of theory: ωB97M-V/def2-TZVPD

Output
**Multiplicity**: 1
**Orbital gap**: 10.65 eV
**SMILES**: CC(=O)C#N
**Relative energy (zero: lowest compared OMol25 entry of this formula, charge and spin)**: 0.942 eV
**Total charge**: 0

Geometry as XYZ:
```
8
Properties=species:S:1:pos:R:3:forces:R:3
C -1.052 -0.301 0.129 0.157 -0.009 -0.164
C 0.358 0.306 0.134 -0.174 1.336 -0.566
O 0.438 1.514 0.106 -0.527 0.195 0.536
C 1.740 -0.187 -0.137 0.722 -0.656 -0.363
N 2.845 -0.158 -0.492 -1.274 -0.539 0.555
H -1.667 0.592 -0.040 0.105 -0.285 0.016
H -1.193 -0.972 -0.719 0.185 -0.093 0.032
H -1.469 -0.794 1.019 0.806 0.050 -0.045
```
Forces are in eV/Å.

=====

Formula: C20H15Cl5CuN2O4
Source: OMol25
Level of theory: ωB97M-V/def2-TZVPD

Output
**Multiplicity**: 2
**Orbital gap (alpha / beta)**: 5.06 / 6.42 eV
**Relative energy (zero: lowest compared OMol25 entry of this formula, charge and spin)**: 12.442 eV
**Total charge**: 0

Geometry as XYZ:
```
47
Properties=species:S:1:pos:R:3:forces:R:3
Cu 1.204 -1.040 0.465 -0.342 -0.468 0.559
C 2.098 -0.498 -2.485 0.008 0.032 0.001
O 1.042 -0.840 -1.588 0.184 0.012 -0.170
C -0.109 -1.371 -2.140 -0.098 -0.006 -0.021
C -0.353 -1.374 -3.500 0.025 0.008 -0.016
C -1.555 -1.883 -3.982 0.009 -0.007 -0.027
C -2.495 -2.384 -3.097 -0.007 -0.006 0.023
C -2.245 -2.383 -1.734 0.024 0.011 0.010
C -1.046 -1.879 -1.223 -0.088 0.054 -0.056
N -0.725 -1.806 0.131 0.073 0.064 -0.136
N -1.672 -2.270 0.906 -0.089 -0.043 -0.032
C -1.438 -2.185 2.223 -0.198 -0.128 0.144
C -0.331 -1.587 2.796 0.338 0.324 -0.257
O 0.971 0.743 2.943 -0.273 0.372 -0.072
C -0.117 -1.548 4.149 -0.476 -0.080 0.283
C -0.928 -2.016 5.158 0.114 0.048 -0.127
C -2.071 -2.686 4.615 -0.003 -0.004 0.082
C -2.999 -3.284 5.508 0.057 0.039 0.012
C -4.105 -3.943 5.057 -0.045 -0.026 -0.108
C -4.347 -4.050 3.672 0.012 0.002 0.115
C -3.476 -3.488 2.781 0.025 0.016 -0.019
C -2.330 -2.786 3.209 0.036 0.017 -0.119
H 2.371 -1.360 -3.095 -0.003 -0.005 0.005
H 1.796 0.330 -3.129 0.015 0.004 0.013
H 2.934 -0.193 -1.869 0.029 0.016 0.017
H 0.376 -0.981 -4.193 -0.018 -0.006 -0.010
H -1.745 -1.883 -5.046 0.002 0.006 0.000
H -3.433 -2.778 -3.467 0.003 -0.003 0.000
H -2.972 -2.766 -1.034 -0.001 -0.005 0.001
H 2.020 -0.208 4.427 0.098 -0.077 0.098
H -0.765 -1.918 6.219 -0.003 0.003 0.010
H -2.806 -3.203 6.570 -0.011 -0.007 0.002
H -4.794 -4.386 5.765 -0.010 -0.007 -0.011
H -5.222 -4.577 3.315 -0.005 -0.002 0.011
H -3.648 -3.561 1.716 -0.006 -0.004 0.001
Cl -2.815 2.774 -1.288 0.023 -0.006 0.001
C -1.627 1.471 -1.111 -0.051 0.035 0.011
Cl -0.670 1.635 0.367 0.061 -0.039 0.016
H -0.956 1.510 -1.961 -0.004 -0.024 -0.016
H -2.161 0.529 -1.070 0.011 0.004 0.000
Cl 1.137 -0.642 3.436 0.200 -0.109 0.215
C 2.466 -1.530 1.868 0.273 -0.146 -0.445
Cl 2.378 -3.225 2.244 0.084 0.086 -0.022
Cl 3.985 -0.881 2.388 0.082 0.032 0.012
C 3.837 1.956 0.667 0.014 0.139 0.039
O 3.992 1.274 -0.260 -0.060 -0.066 -0.032
O 3.700 2.654 1.577 -0.011 -0.049 0.018
```
Forces are in eV/Å.

=====

Formula: C13H36BF3HgO7S
Source: OMol25
Level of theory: ωB97M-V/def2-TZVPD

Output
**Multiplicity**: 2
**Orbital gap (alpha / beta)**: 3.11 / 8.87 eV
**Total charge**: -1

Geometry as XYZ:
```
62
Properties=species:S:1:pos:R:3:forces:R:3
Hg 11.748 -23.996 4.825 -0.002 0.302 0.468
B 12.662 -21.877 4.637 0.476 0.826 0.074
H 13.174 -22.607 4.030 2.627 -2.016 -3.111
H 11.612 -21.889 4.389 -4.118 0.630 -1.026
H 12.805 -22.258 5.636 0.764 -0.572 4.278
H 13.031 -20.867 4.544 1.625 3.892 -0.440
C 9.121 -27.671 6.538 1.993 1.124 -1.067
F 8.853 -28.975 6.466 -0.751 0.407 0.658
F 8.021 -26.876 6.588 0.575 -1.249 0.288
F 9.875 -27.431 7.667 -1.123 -0.362 -1.074
S 10.134 -27.244 4.935 0.046 2.089 -0.508
O 9.215 -27.528 3.833 0.438 -0.367 1.046
O 10.438 -25.790 5.058 -2.137 -2.610 0.596
O 11.364 -27.997 4.991 -0.406 -0.898 0.361
C 12.594 -27.308 2.007 -0.440 -0.518 -0.598
C 13.171 -26.279 2.944 1.273 -1.936 0.062
C 14.616 -25.954 2.578 0.335 0.114 0.100
O 12.419 -25.123 2.962 -0.076 -0.139 -1.647
H 13.250 -28.177 1.952 0.045 -0.109 0.011
H 12.468 -26.927 0.994 0.275 0.245 -0.229
H 11.600 -27.661 2.282 0.057 0.095 0.415
H 13.151 -26.745 3.929 -0.066 0.390 0.227
H 14.763 -25.609 1.554 -0.433 0.014 -0.321
H 15.259 -26.830 2.667 0.058 -0.058 0.264
H 14.987 -25.134 3.193 0.066 -0.141 0.279
H 12.597 -24.788 2.080 -0.389 0.994 -0.422
C 8.652 -23.440 7.742 -0.536 1.125 -0.983
C 9.682 -22.693 6.842 -0.707 -0.315 2.122
C 10.081 -21.336 7.285 -0.968 2.029 1.043
O 10.837 -23.448 6.990 1.218 -1.256 -0.946
H 7.642 -23.039 7.655 -0.131 0.361 0.081
H 8.967 -23.327 8.779 0.007 -0.353 0.068
H 8.548 -24.470 7.403 0.475 -0.052 0.254
H 9.318 -22.589 5.820 0.449 -0.823 -0.205
H 10.822 -20.811 6.682 -0.017 -0.513 -0.355
H 10.458 -21.319 8.307 0.198 -0.382 0.176
H 9.203 -20.694 7.357 -0.269 0.323 -0.230
H 11.087 -23.646 7.895 -0.369 0.146 0.335
C 14.509 -23.649 7.817 0.601 0.370 -0.895
C 14.608 -24.419 6.498 0.531 1.066 -0.094
C 15.806 -25.339 6.408 0.109 -1.420 0.085
O 13.380 -25.067 6.227 1.250 -1.264 0.936
H 13.652 -22.980 7.741 0.061 0.035 0.170
H 15.429 -23.064 7.852 0.001 0.397 0.311
H 14.476 -24.240 8.732 -0.173 -0.365 -0.213
H 14.730 -23.745 5.650 -0.127 0.652 0.285
H 15.707 -26.024 5.566 -0.173 0.154 -0.350
H 15.872 -26.022 7.254 -0.027 0.056 0.429
H 16.795 -24.897 6.289 -0.198 0.569 0.130
H 13.576 -25.949 6.550 -0.888 -0.885 0.030
C 7.962 -24.739 2.836 0.944 -0.105 0.177
C 9.339 -24.221 2.367 -0.572 0.629 -1.105
C 9.235 -23.402 1.059 0.116 -0.793 -1.020
O 9.964 -23.368 3.291 -0.860 0.369 0.252
H 7.666 -25.589 2.222 -0.078 0.005 0.028
H 7.170 -23.990 2.826 0.088 0.248 -0.136
H 8.111 -25.091 3.856 -0.176 -0.155 -0.023
H 10.026 -25.064 2.297 -0.142 -0.047 -0.281
H 9.255 -24.054 0.186 -0.550 -0.389 -0.126
H 10.059 -22.741 0.790 0.358 0.048 0.891
H 8.336 -22.788 0.995 -0.193 -0.092 0.216
H 9.306 -22.710 3.527 0.038 0.482 0.258
```
Forces are in eV/Å.

=====

Formula: C30H66AgF9N3O12
Source: OMol25
Level of theory: ωB97M-V/def2-TZVPD

Output
**Multiplicity**: 1
**Orbital gap**: 2.12 eV
**Relative energy (zero: lowest compared OMol25 entry of this formula, charge and spin)**: 13.740 eV
**Total charge**: +1

Geometry as XYZ:
```
121
Properties=species:S:1:pos:R:3:forces:R:3
Ag -0.181 0.076 -0.505 0.002 0.031 0.013
C -0.465 6.108 3.623 0.670 -1.593 -3.461
O -0.651 7.438 3.141 1.065 0.865 1.709
O 0.393 5.395 2.748 -0.260 1.035 2.829
C -0.359 5.997 5.214 -0.152 0.009 -0.952
F -0.730 7.122 5.867 0.187 0.020 -0.140
F -1.203 5.054 5.661 -0.378 -0.447 -0.126
F 0.836 5.632 5.673 0.719 0.229 0.015
C 0.386 8.386 3.556 -1.349 -0.561 -0.895
C 0.152 9.620 2.739 -0.101 0.581 -0.338
H 0.957 10.319 2.965 -0.086 0.298 -0.147
H 0.087 9.464 1.662 0.430 -0.357 -0.036
H -0.812 10.074 2.971 0.049 0.077 0.367
H 1.384 7.983 3.382 -0.011 -0.252 0.050
H 0.249 8.686 4.595 0.178 -0.370 0.133
H -1.400 5.617 3.355 -0.822 0.238 0.791
C -7.432 0.053 1.412 3.472 -2.015 -1.129
O -7.899 -0.651 2.574 -0.647 0.623 -0.702
O -6.277 -0.629 0.963 -2.901 1.170 -0.019
C -8.659 0.229 0.404 1.335 1.090 -0.264
F -9.420 1.267 0.788 0.397 2.036 0.208
F -8.392 0.379 -0.938 0.772 0.523 0.870
F -9.528 -0.699 0.425 -1.795 -4.161 0.279
C -8.451 0.096 3.639 1.222 -1.572 1.256
C -8.453 -0.919 4.821 -0.502 0.005 0.167
H -7.533 -1.153 5.356 0.636 0.692 -0.539
H -9.108 -0.588 5.628 -0.413 -0.079 -0.131
H -8.735 -1.908 4.462 -0.590 0.127 -0.119
H -9.461 0.465 3.458 0.001 0.114 -0.121
H -7.754 0.882 3.931 -0.214 0.565 -0.256
H -7.083 1.057 1.654 -0.538 0.585 0.382
C 4.643 -2.937 -3.998 -3.314 2.480 2.148
O 4.471 -3.977 -2.961 1.193 0.052 -1.112
O 3.737 -1.925 -3.613 2.716 -1.575 -1.025
C 6.168 -2.529 -4.181 -2.657 0.148 -1.470
F 6.270 -1.291 -4.784 0.070 -1.391 -0.358
F 6.853 -2.406 -3.100 1.296 -0.306 2.017
F 6.739 -3.517 -4.959 0.305 1.195 0.102
C 5.109 -5.210 -3.222 0.778 0.179 0.717
C 4.929 -6.100 -2.039 -0.624 -0.949 0.214
H 3.862 -6.184 -1.832 -0.012 -0.083 0.403
H 5.300 -7.091 -2.301 -0.070 -0.207 -0.035
H 5.497 -5.816 -1.152 -0.216 0.421 -0.019
H 6.196 -5.145 -3.273 0.222 0.529 -0.642
H 4.758 -5.723 -4.118 -0.231 0.205 -0.296
H 4.304 -3.332 -4.956 0.328 -0.490 -0.414
C 9.033 -2.287 3.215 -0.014 0.147 -1.347
O 7.774 -1.660 3.325 -2.115 1.539 1.459
C 7.654 -0.237 3.111 0.882 0.339 -1.212
C 6.203 0.335 2.940 1.799 -1.481 0.589
N 5.357 0.142 4.211 0.310 -1.026 -1.466
H 5.582 0.867 4.878 0.298 0.047 0.392
H 4.469 0.396 3.803 -1.106 -0.246 0.527
C 5.207 -1.296 4.869 -0.933 1.199 -1.296
C 4.588 -2.191 3.764 0.478 0.523 -0.001
O 3.339 -1.619 3.320 1.515 -0.687 1.089
C 2.269 -1.922 4.244 0.291 0.068 -1.488
H 8.816 -3.349 3.105 0.022 0.088 -0.078
H 9.760 -2.191 4.022 -0.292 0.586 0.253
H 9.407 -1.892 2.271 0.858 -0.382 -0.023
H 8.173 -0.004 2.181 -0.302 -0.171 -0.774
H 8.277 0.425 3.712 -0.232 -0.420 1.326
H 5.785 -0.098 2.032 -0.677 -0.638 0.611
H 6.161 1.397 2.700 0.571 0.114 0.473
H 4.438 -1.104 5.617 0.263 -0.098 0.215
H 6.143 -1.610 5.332 -0.067 0.087 -0.445
H 4.548 -3.224 4.109 -0.639 -0.019 0.391
H 5.273 -2.291 2.922 -0.123 0.481 -0.182
H 2.497 -1.623 5.267 -0.249 0.165 -0.044
H 2.089 -2.995 4.189 -0.213 -0.007 0.207
H 1.465 -1.366 3.763 -0.387 -0.148 0.796
C -4.111 -5.588 -3.914 -0.767 -0.012 -0.422
O -4.586 -6.417 -2.851 0.947 -0.008 1.466
C -3.630 -6.575 -1.793 -1.149 1.158 0.908
C -4.333 -6.957 -0.441 -0.796 -1.125 0.378
N -5.770 -6.411 -0.221 1.269 -1.117 -0.849
H -5.709 -5.403 -0.244 -0.344 0.563 0.190
H -6.287 -6.701 -1.039 -0.561 0.070 -0.600
C -6.493 -6.976 0.990 0.824 -1.392 -1.469
C -7.982 -6.905 0.783 -1.671 1.997 0.314
O -8.556 -7.391 -0.418 1.063 -1.137 -0.587
C -9.928 -7.048 -0.687 -0.112 1.314 0.730
H -3.572 -6.141 -4.683 0.166 -0.252 0.209
H -3.500 -4.750 -3.578 -0.075 -0.019 0.221
H -5.034 -5.226 -4.368 0.221 0.245 -0.120
H -3.189 -5.643 -1.440 0.258 0.656 -1.077
H -2.803 -7.217 -2.098 -0.198 -0.464 0.412
H -3.849 -6.596 0.467 0.683 0.077 -0.431
H -4.407 -8.037 -0.315 -0.269 0.005 -0.116
H -6.084 -6.479 1.870 -0.621 0.063 0.030
H -6.226 -8.032 1.022 0.434 0.008 0.019
H -8.161 -5.830 0.792 -0.640 0.336 0.395
H -8.456 -7.359 1.654 -0.047 0.031 0.153
H -10.350 -7.449 -1.609 0.866 -0.560 0.053
H -10.012 -5.967 -0.795 0.165 0.256 -0.016
H -10.618 -7.285 0.123 0.269 -0.452 0.247
C -1.230 3.914 -6.277 -0.064 -0.429 -1.252
O -0.340 4.959 -6.020 0.992 0.917 1.405
C -0.336 5.308 -4.633 -0.302 0.684 -1.126
C 0.658 6.448 -4.419 -0.267 -1.350 -1.087
N 2.045 5.877 -4.760 0.434 2.463 3.265
H 2.005 4.876 -4.634 0.395 -0.373 -0.268
H 2.261 6.175 -5.701 0.153 -0.554 -0.386
C 3.092 6.608 -3.791 -0.583 -0.174 -0.718
C 4.516 6.110 -4.022 -0.025 0.341 1.093
O 5.368 6.852 -3.154 0.253 0.571 -1.181
C 6.645 7.075 -3.815 -0.467 -0.740 0.172
H -2.241 4.320 -6.245 -0.205 -0.481 -0.010
H -1.089 3.022 -5.666 -0.081 0.194 0.619
H -0.945 3.571 -7.271 -0.533 0.120 -0.195
H -0.134 4.382 -4.094 0.336 0.154 0.635
H -1.297 5.695 -4.295 -0.349 -0.157 -0.088
H 0.521 6.849 -3.415 0.783 -0.167 0.039
H 0.539 7.240 -5.158 -0.484 -0.017 0.187
H 2.800 6.587 -2.741 -0.274 -1.096 -0.055
H 2.907 7.668 -3.969 0.533 0.059 -0.735
H 4.794 6.214 -5.071 0.079 0.015 -0.103
H 4.616 5.072 -3.705 -0.272 -0.357 -0.383
H 7.260 7.784 -3.261 -0.379 -0.059 0.032
H 6.478 7.387 -4.845 0.033 0.456 0.056
H 7.153 6.113 -3.885 0.282 -0.037 0.152
```
Forces are in eV/Å.